[1]
{"formula": "C23H56BN2O5", "method": "wB97M-V/def2-TZVPD", "gap_ev": 8.526, "lumo_ha": -0.0884, "total_energy_ev": -38647.1305, "total_charge": 1, "elements": ["C", "C", "C", "C", "C", "N", "C", "C", "O", "C", "C", "B", "O", "N", "C", "C", "H", "H", "H", "H", "H", "H", "H", "H", "H", "H", "H", "H", "H", "H", "H", "H", "H", "H", "H", "H", "H", "H", "H", "H", "H", "H", "C", "C", "O", "C", "C", "H", "H", "H", "H", "H", "H", "H", "H", "H", "H", "C", "C", "O", "C", "C", "H", "H", "H", "H", "H", "H", "H", "H", "H", "H", "C", "C", "O", "C", "C", "H", "H", "H", "H", "H", "H", "H", "H", "H", "H"], "xyz": [[0.73271, -1.61305, -0.72268], [0.14793, -0.20748, -0.80169], [-1.16934, -0.11478, -0.02864], [-1.81489, 1.27608, -0.08801], [-2.15633, 1.87803, 1.27527], [-2.99953, 1.33511, -1.03065], [-2.71223, 0.79534, -2.40456], [-3.86276, 1.17297, -3.31766], [-5.09823, 0.70641, -2.83853], [-5.36415, 1.22523, -1.55705], [-4.31093, 0.79706, -0.52357], [-4.42178, -0.81667, -0.36564], [-4.14888, -1.60288, -1.46646], [-4.85651, -1.44470, 0.84740], [-6.28984, -1.82217, 0.81876], [-4.46879, -0.78492, 2.09262], [1.14566, -1.82284, 0.26036], [-0.06498, -2.33949, -0.89100], [1.47940, -1.78964, -1.48910], [0.85032, 0.52791, -0.41126], [-0.04536, 0.00940, -1.85413], [-0.94696, -0.32632, 1.01560], [-1.83041, -0.88785, -0.42182], [-1.08597, 1.94938, -0.53996], [-1.35476, 2.56291, 1.54412], [-3.06384, 2.47625, 1.27003], [-2.18848, 1.13031, 2.05781], [-3.13952, 2.33560, -1.20098], [-2.53188, -0.26870, -2.35620], [-1.79955, 1.28635, -2.73828], [-3.88412, 2.26765, -3.41390], [-3.69267, 0.77091, -4.31114], [-6.34526, 0.86181, -1.26330], [-5.39900, 2.32235, -1.60845], [-4.59487, 1.28061, 0.40500], [-4.80865, -1.52456, -2.16332], [-6.40186, -2.87253, 0.55659], [-6.88536, -1.24183, 0.11230], [-6.70631, -1.69843, 1.81341], [-3.38630, -0.73912, 2.16394], [-4.79971, -1.39393, 2.93186], [-4.90196, 0.21001, 2.24139], [-2.85916, 8.30396, 2.04576], [-3.27646, 7.20897, 1.08181], [-2.87675, 5.90342, 1.47941], [-3.38658, 5.45359, 2.72202], [-4.90256, 5.36665, 2.77849], [-1.78130, 8.28113, 2.20815], [-3.12969, 9.27760, 1.63811], [-3.34821, 8.20682, 3.01562], [-2.79529, 7.36585, 0.11668], [-4.35766, 7.24167, 0.90750], [-3.00928, 6.06364, 3.54877], [-2.95944, 4.45726, 2.85219], [-5.37280, 6.34636, 2.69642], [-5.21605, 4.93024, 3.72698], [-5.28362, 4.74579, 1.96442], [5.40806, -3.94040, 1.52356], [4.02691, -3.36707, 1.26677], [3.46023, -3.74737, 0.02278], [3.27723, -5.13856, -0.17472], [2.35195, -5.79278, 0.83680], [6.09067, -3.67672, 0.71405], [5.80839, -3.54094, 2.45565], [5.39027, -5.02769, 1.61202], [4.08588, -2.27842, 1.22462], [3.34699, -3.61758, 2.09047], [4.24332, -5.65404, -0.19865], [2.84895, -5.22624, -1.17376], [2.76224, -5.76326, 1.84675], [2.19633, -6.83949, 0.57534], [1.38337, -5.28987, 0.85150], [10.13133, -1.58451, -1.34717], [9.23632, -2.72921, -0.90596], [7.87122, -2.37435, -0.76200], [7.22335, -1.90052, -1.92779], [7.19492, -2.89954, -3.07169], [10.03823, -0.74065, -0.66264], [11.17131, -1.91082, -1.35929], [9.88484, -1.23349, -2.35004], [9.54069, -3.07285, 0.08252], [9.34205, -3.58255, -1.58524], [7.66545, -0.95298, -2.25710], [6.20294, -1.68064, -1.61048], [8.19420, -3.12105, -3.44804], [6.61227, -2.49820, -3.90143], [6.74089, -3.83696, -2.74764]], "lowdin_charge": [-0.0877, -0.2440, -0.1535, -0.2635, -0.0122, -0.0186, -0.0672, -0.1511, -0.0998, -0.1310, -0.0952, -0.5560, 0.1586, -0.0810, -0.0295, -0.0720, 0.0757, 0.0800, 0.0797, 0.1190, 0.0995, 0.1257, 0.1068, 0.1497, 0.0990, 0.0766, 0.0745, 0.1840, 0.1268, 0.1453, 0.1409, 0.1471, 0.1444, 0.1464, 0.1279, 0.1212, 0.0942, 0.0823, 0.0909, 0.0746, 0.0969, 0.0903, -0.0737, -0.2785, -0.1763, -0.2881, -0.0757, 0.0842, 0.0815, 0.0690, 0.1169, 0.1077, 0.1126, 0.0993, 0.0708, 0.0801, 0.0717, -0.0673, -0.2853, -0.1816, -0.2807, -0.0777, 0.0683, 0.0817, 0.0702, 0.1150, 0.1059, 0.1097, 0.1167, 0.0677, 0.0786, 0.0758, -0.0780, -0.2783, -0.1769, -0.2828, -0.0766, 0.0816, 0.0783, 0.0662, 0.1190, 0.1086, 0.1075, 0.1137, 0.0678, 0.0761, 0.0795]}

[2]
{"formula": "C23H56BrFN9O4P2", "method": "wB97M-V/def2-TZVPD", "gap_ev": 6.826, "lumo_ha": -0.1022, "de_lowest_kcal_mol": 0.0, "total_energy_ev": -137691.4022, "total_charge": 1, "elements": ["C", "C", "C", "O", "C", "N", "C", "N", "C", "Br", "C", "C", "N", "C", "C", "C", "O", "F", "H", "H", "H", "H", "H", "H", "H", "H", "H", "H", "H", "H", "H", "H", "H", "H", "H", "H", "H", "H", "O", "P", "N", "C", "C", "N", "C", "C", "N", "C", "C", "H", "H", "H", "H", "H", "H", "H", "H", "H", "H", "H", "H", "H", "H", "H", "H", "H", "H", "O", "P", "N", "C", "C", "N", "C", "C", "N", "C", "C", "H", "H", "H", "H", "H", "H", "H", "H", "H", "H", "H", "H", "H", "H", "H", "H", "H", "H"], "xyz": [[-2.42448, -8.27160, -1.53451], [-3.86241, -8.41475, -1.00120], [-4.16596, -7.55196, 0.22770], [-4.99801, -6.41785, -0.08987], [-4.26460, -5.31523, -0.41228], [-4.92047, -4.36938, -1.36216], [-4.11809, -3.26544, -1.25508], [-3.70581, -2.52736, -2.25679], [-2.86427, -1.33945, -2.06663], [-2.06804, -1.01384, -3.80857], [-3.64287, -0.13058, -1.57537], [-2.85921, 1.17926, -1.75173], [-3.84113, -3.08526, 0.04079], [-3.68609, -4.40002, 0.70627], [-4.34232, -4.44433, 2.08864], [-3.27076, -4.19414, 3.11800], [-2.83135, -3.13944, 3.40893], [-2.82062, -5.31728, 3.70610], [-2.03453, -9.21643, -1.90268], [-2.39546, -7.58488, -2.38376], [-1.74147, -7.86219, -0.79034], [-4.56283, -8.13558, -1.78573], [-4.02084, -9.44924, -0.70601], [-3.25292, -7.24478, 0.74540], [-4.73904, -8.13645, 0.94284], [-3.36103, -5.64231, -0.95136], [-4.91119, -4.80360, -2.27894], [-3.99819, -2.79440, -3.18542], [-2.02876, -1.58933, -1.41559], [-3.81979, -0.20891, -0.49907], [-4.60827, -0.08858, -2.07829], [-3.04908, 1.65642, -2.70656], [-3.18450, 1.86408, -0.97013], [-1.79955, 1.00836, -1.56588], [-3.26474, -2.31112, 0.33775], [-2.61415, -4.55525, 0.82264], [-5.09170, -3.66722, 2.20503], [-4.76320, -5.43280, 2.26340], [0.04259, 3.52986, -0.19440], [0.71868, 4.79310, 0.23219], [-0.23930, 5.22214, 1.60341], [-1.65496, 5.48770, 1.41847], [-0.03991, 4.26464, 2.68259], [0.45400, 5.79880, -1.11577], [-0.25784, 7.05519, -1.05340], [0.25361, 5.13249, -2.39371], [2.09969, 5.70238, 0.77723], [3.37016, 4.96083, 0.65651], [2.10089, 6.48999, 2.00443], [-2.09277, 5.76125, 2.38105], [-2.20751, 4.62347, 1.02239], [-1.81618, 6.33500, 0.75821], [1.02765, 4.10204, 2.85943], [-0.49224, 3.28910, 2.45917], [-0.46794, 4.65042, 3.61006], [-1.34358, 6.91452, -1.13349], [0.05247, 7.70205, -1.87831], [-0.03842, 7.59651, -0.13231], [-0.77859, 4.77943, -2.52977], [0.91344, 4.27423, -2.49353], [0.49257, 5.82762, -3.20131], [3.46711, 4.17010, 1.40295], [4.21333, 5.64532, 0.75662], [3.43738, 4.49237, -0.32902], [2.13727, 5.89099, 2.92113], [1.24024, 7.14683, 2.05564], [2.99633, 7.11521, 1.97501], [3.68004, 1.87024, 0.93785], [3.88540, 0.43005, 0.61876], [5.13488, 0.38548, -0.54205], [4.90941, 1.01714, -1.83397], [6.39579, 0.84307, 0.03614], [2.37227, 0.00145, -0.03842], [2.19828, -0.62314, -1.32614], [1.25849, 0.89259, 0.28651], [4.17822, -1.14218, 1.29440], [4.16004, -1.15501, 2.76554], [5.22202, -2.03002, 0.79469], [5.79572, 0.87524, -2.45497], [4.71130, 2.09421, -1.75739], [4.08576, 0.54829, -2.36432], [6.59283, 0.33090, 0.98178], [6.39157, 1.92090, 0.23553], [7.22133, 0.60882, -0.63757], [2.17226, 0.11146, -2.14221], [1.24984, -1.17278, -1.35005], [2.98549, -1.35081, -1.53218], [1.23083, 1.77168, -0.35128], [1.32107, 1.23175, 1.31690], [0.31072, 0.35264, 0.18079], [5.05214, -0.69003, 3.20046], [4.09056, -2.17843, 3.13418], [3.28450, -0.61308, 3.13214], [6.23889, -1.72165, 1.06249], [5.16746, -2.13594, -0.28336], [5.04245, -3.01354, 1.23478]], "lowdin_charge": [-0.0995, -0.1980, -0.1728, -0.0536, -0.3030, 0.1915, -0.3333, 0.0885, -0.6805, 0.8106, -0.2685, -0.1208, 0.1768, -0.1587, -0.0088, -0.4716, 0.1859, 0.1195, 0.0740, 0.0651, 0.0692, 0.1144, 0.1108, 0.1235, 0.1298, 0.1564, 0.1585, 0.1397, 0.1009, 0.1099, 0.1212, 0.0713, 0.0812, 0.0674, 0.1540, 0.1621, 0.1445, 0.1290, -0.3072, 0.6895, -0.3340, -0.1207, -0.1395, -0.3118, -0.1337, -0.1367, -0.2856, -0.1275, -0.1314, 0.0843, 0.0798, 0.0503, 0.0705, 0.0780, 0.0870, 0.0752, 0.0833, 0.0792, 0.0782, 0.0684, 0.0817, 0.0564, 0.0811, 0.0743, 0.0742, 0.0728, 0.0880, -0.2859, 0.6457, -0.3253, -0.1100, -0.1297, -0.3011, -0.1447, -0.1370, -0.2965, -0.1267, -0.1346, 0.0867, 0.0863, 0.0480, 0.0675, 0.0855, 0.0891, 0.0743, 0.0664, 0.0792, 0.0446, 0.0689, 0.0702, 0.0824, 0.0783, 0.0783, 0.0726, 0.0725, 0.0848]}

[3]
{"formula": "C23H57Li2N17O15", "method": "wB97M-V/def2-TZVPD", "s_squared": 0.773, "gap_ev": [3.562, 5.220], "lumo_ha": [-0.0043, -0.0147], "multiplicity": 2, "total_energy_ev": -81234.4685, "total_charge": -1, "elements": ["Li", "Li", "C", "C", "C", "O", "C", "C", "C", "O", "O", "O", "H", "H", "C", "O", "N", "N", "H", "H", "H", "H", "C", "O", "N", "N", "H", "H", "H", "H", "C", "O", "N", "N", "H", "H", "H", "H", "C", "O", "N", "N", "H", "H", "H", "H", "C", "O", "N", "N", "H", "H", "H", "H", "C", "O", "N", "N", "H", "H", "H", "H", "C", "O", "N", "N", "H", "H", "H", "H", "C", "O", "N", "N", "H", "H", "H", "H", "C", "C", "C", "C", "C", "C", "N", "O", "C", "C", "C", "H", "H", "H", "H", "H", "H", "H", "H", "H", "H", "H", "H", "H", "H", "H", "H", "H", "H", "H", "O", "H", "H", "O", "H", "H"], "xyz": [[2.39598, 4.34833, -0.23185], [4.43130, 1.66514, 1.20795], [0.53752, 0.05917, 1.76033], [1.54369, 0.66471, 1.10359], [1.21732, 1.66061, 0.03004], [2.12160, 2.23350, -0.71712], [-0.01307, 2.12701, -0.29634], [-1.18388, 1.61912, 0.48219], [-0.84478, 0.51453, 1.61256], [-1.82605, 0.15317, 2.34575], [-2.26455, 2.09427, 0.17470], [2.73867, 0.43790, 1.54659], [0.73051, -0.62215, 2.57580], [-0.16940, 2.97493, -0.94671], [-4.36181, 2.47827, 3.17841], [-5.31583, 2.75574, 3.92176], [-4.42389, 2.66142, 1.94175], [-3.18516, 2.01871, 3.60119], [-5.22022, 3.12936, 1.53311], [-3.68903, 2.37036, 1.31298], [-2.44655, 1.71751, 2.98164], [-3.07683, 2.04937, 4.60490], [-2.42989, 2.89615, -3.32174], [-2.62080, 3.45885, -4.35540], [-3.40277, 2.62450, -2.49427], [-1.34676, 2.23412, -2.97621], [-4.28789, 3.00969, -2.79140], [-3.17058, 2.29877, -1.56687], [-1.10436, 1.76655, -2.11440], [-0.69868, 2.17447, -3.74857], [1.05820, 3.02709, 4.06249], [1.71805, 3.73135, 4.74401], [0.90476, 1.76853, 4.44162], [0.49613, 3.37489, 2.98756], [1.52806, 1.41335, 5.15257], [0.53452, 1.15209, 3.73237], [-0.09223, 2.70159, 2.51788], [0.66372, 4.35382, 2.80398], [3.44152, 2.45238, -4.16761], [3.89265, 2.50068, -5.31610], [4.19352, 2.30842, -3.18242], [2.23803, 2.65223, -3.72395], [5.16595, 2.05498, -3.28356], [3.74225, 2.25754, -2.28027], [1.52147, 2.72003, -4.43250], [2.13536, 2.84561, -2.73797], [-2.45327, -1.44994, 5.22697], [-2.93549, -2.18250, 4.35925], [-1.62359, -0.46577, 4.92604], [-2.48997, -1.73995, 6.46270], [-1.55563, -0.32728, 3.92790], [-1.02918, 0.07033, 5.54198], [-3.23134, -2.34698, 6.78207], [-2.12283, -1.05635, 7.10922], [-0.64372, 5.56165, -0.02441], [0.46352, 5.04788, 0.05437], [-0.81715, 6.87437, -0.05216], [-1.79389, 4.89597, -0.12304], [-1.70241, 7.35721, 0.00512], [0.07965, 7.33896, -0.05041], [-2.71069, 5.31830, -0.15795], [-1.79158, 3.92305, 0.14807], [-3.81470, -2.26315, 0.47589], [-4.06601, -3.41297, 0.02465], [-3.87443, -1.89690, 1.67812], [-3.64723, -1.13023, -0.13620], [-3.55092, -0.98669, 1.97297], [-4.44212, -2.47543, 2.28074], [-3.19959, -0.38720, 0.38111], [-3.91481, -1.11125, -1.10993], [6.36678, -2.48447, 0.76359], [7.03943, -1.63782, 1.37950], [6.55142, -3.80047, 0.78195], [5.28739, -2.20376, 0.06456], [7.17915, -4.11073, 1.50980], [6.06556, -4.40992, 0.13958], [4.74413, -2.84742, -0.49281], [4.81952, -1.40381, 0.46616], [0.72128, -5.12022, -4.56910], [0.02359, -4.04783, -3.64761], [0.17742, -4.65404, -2.18897], [-0.04418, -3.72025, -1.05396], [0.67663, -2.37371, -1.18356], [0.51419, -1.63434, -2.57403], [0.55203, -2.66428, -3.70339], [0.50555, -2.09575, -4.99072], [-0.78533, -0.87237, -2.60579], [1.76626, -0.73707, -2.80927], [-1.45382, -3.86004, -3.96472], [0.08357, -6.00387, -4.54490], [1.72948, -5.40801, -4.27110], [0.81660, -4.69876, -5.56980], [-0.62348, -5.38662, -2.08910], [1.08717, -5.23757, -2.04770], [0.12068, -4.25897, -0.12085], [-1.10177, -3.48669, -0.93129], [1.72508, -2.55331, -0.94566], [0.26156, -1.72322, -0.41370], [-0.75997, -0.04116, -1.90114], [-1.03162, -0.49066, -3.59661], [-1.60553, -1.49069, -2.24099], [2.50165, -1.53721, -2.89340], [1.79183, -0.00295, -3.61457], [2.08146, -0.26921, -1.87661], [-1.75654, -4.04532, -4.99531], [-1.94462, -2.91681, -3.72490], [-2.12133, -4.56199, -3.46490], [1.40864, -2.03571, -5.31075], [3.35157, -0.93492, 4.29470], [2.79216, -0.75560, 3.53897], [4.24294, -0.89637, 3.94799], [0.76240, -3.65271, 3.55794], [-0.11579, -4.03108, 3.60058], [0.68843, -2.94618, 2.91640]], "mulliken_spin": [0.0133, 0.0243, -0.0669, 0.1299, 0.0510, 0.0664, 0.0363, 0.0642, 0.2563, 0.1628, 0.1787, 0.0737, -0.0048, 0.0117, 0.0004, -0.0001, 0.0009, -0.0021, -0.0002, -0.0062, -0.0027, -0.0004, 0.0000, 0.0001, -0.0003, -0.0002, 0.0000, 0.0009, -0.0053, -0.0003, 0.0036, -0.0001, 0.0024, -0.0069, 0.0002, -0.0102, 0.0222, -0.0010, 0.0015, 0.0004, -0.0006, 0.0006, -0.0001, -0.0010, -0.0001, 0.0007, -0.0009, 0.0001, 0.0006, 0.0000, -0.0053, -0.0002, 0.0000, 0.0000, 0.0028, 0.0011, -0.0002, 0.0019, 0.0000, 0.0002, 0.0004, -0.0145, 0.0002, 0.0000, 0.0011, -0.0030, -0.0020, -0.0003, 0.0061, 0.0001, -0.0003, 0.0000, 0.0001, 0.0006, 0.0000, 0.0000, 0.0004, -0.0039, -0.0001, -0.0001, -0.0001, 0.0055, -0.0018, -0.0157, 0.0008, 0.0000, -0.0179, 0.0277, 0.0001, 0.0000, 0.0000, 0.0000, -0.0002, 0.0003, -0.0004, -0.0001, -0.0031, 0.0218, 0.0221, -0.0004, -0.0009, 0.0014, 0.0007, -0.0171, 0.0000, 0.0001, 0.0000, 0.0001, -0.0003, -0.0004, 0.0004, 0.0000, 0.0000, -0.0005]}